Below is a cluster of 10 separate species, C70H158N10O10 in total at a distorted geometry, with properties calculated with wB97M-V/def2-TZVPD.

Kohn-Sham gap = 8.46 eV
SMILES = CC1(C)CCCC(C)(C)N1O.CC1(C)CCCC(C)(C)N1O.CC1(C)CCCC(C)(C)N1O.CC1(C)CCCC(C)(C)N1O.CC1(C)CCCC(C)(C)N1O.CC1(C)CCCC(C)(C)N1O.COC[C@H](C)N.COC[C@H](C)N.COC[C@H](C)N.COC[C@H](C)N
Lowest unoccupied orbital energy = 0.5 eV
F_max = 6.7 eV/A
Multiplicity = 1
HOMO = -8.0 eV
Energy = -110515.701 eV

```
248
Properties=species:S:1:pos:R:3:forces:R:3
C -1.061 -4.616 -0.143 -0.46 -0.68 -1.78
C -0.423 -4.490 -1.584 1.00 1.82 2.66
C -1.343 -4.655 -2.757 0.68 -0.23 0.25
O -1.767 -5.998 -2.836 -0.85 0.60 -1.39
C -2.723 -6.067 -3.919 -0.72 -1.68 1.35
N 0.284 -3.154 -1.592 -0.46 -0.45 -1.23
H -1.856 -3.896 0.048 0.55 0.74 -0.07
H -0.197 -4.542 0.518 -0.54 -0.11 0.51
H -1.659 -5.522 -0.046 0.66 -0.63 0.24
H 0.439 -5.157 -1.591 -0.39 -0.60 -0.45
H -0.818 -4.412 -3.681 0.05 0.37 -0.10
H -2.216 -4.014 -2.637 -0.17 0.36 -0.04
H -2.390 -5.967 -4.952 0.66 0.30 0.22
H -3.596 -5.435 -3.755 0.23 0.66 0.08
H -3.153 -7.059 -3.783 0.12 -0.24 -0.41
H -0.355 -2.374 -1.531 -0.19 -0.08 -0.01
H 0.934 -3.058 -0.825 -0.07 -0.25 0.15
C -0.438 -1.970 -5.676 0.49 -0.59 0.23
C -1.672 -1.107 -5.716 0.16 -1.49 -0.53
C -2.927 -1.981 -5.410 -1.46 0.70 -1.15
O -3.235 -3.065 -6.281 1.54 -1.29 0.51
C -3.816 -2.897 -7.541 -0.35 0.97 0.18
N -1.481 0.022 -4.838 -0.68 -0.13 0.07
H 0.436 -1.417 -6.018 0.02 -0.06 -0.09
H -0.555 -2.894 -6.243 -0.04 0.17 -0.39
H -0.227 -2.328 -4.668 0.01 0.24 0.33
H -1.737 -0.748 -6.743 -0.44 0.09 -0.18
H -3.820 -1.366 -5.526 -0.12 0.88 0.40
H -3.012 -2.408 -4.411 0.71 0.08 0.16
H -3.335 -3.523 -8.292 0.07 -0.07 0.16
H -3.770 -1.859 -7.871 0.17 0.19 -0.15
H -4.877 -3.135 -7.471 -0.16 -0.24 -0.15
H -1.134 -0.332 -3.958 0.34 -0.17 0.37
H -2.402 0.327 -4.557 -0.36 0.63 -0.09
C 0.478 1.468 -2.432 0.02 0.66 -0.05
C 0.121 0.348 -1.469 0.11 0.49 0.75
C 0.149 0.822 0.021 -1.34 0.45 -0.49
O -0.166 -0.245 0.895 0.89 -1.16 0.52
C 0.334 -0.057 2.223 1.18 0.07 -1.03
N -1.169 -0.158 -1.912 0.05 -0.71 0.53
H -0.027 1.317 -3.387 0.29 -0.17 -0.05
H 1.532 1.667 -2.622 0.08 -0.30 0.18
H 0.062 2.404 -2.060 -0.07 0.22 0.20
H 0.808 -0.497 -1.515 0.28 0.03 -0.19
H -0.652 1.518 0.269 -0.41 0.64 -0.83
H 1.027 1.431 0.232 0.77 -0.70 0.24
H 0.188 0.990 2.487 -0.57 -0.17 0.77
H 1.413 -0.205 2.243 0.35 0.33 -0.39
H 0.059 -0.858 2.910 -1.11 0.42 -0.10
H -1.485 -0.800 -1.199 -0.49 -0.09 0.16
H -1.859 0.576 -1.973 -0.20 0.33 0.29
C -4.849 3.062 -2.254 -1.25 0.28 -0.65
C -5.161 1.763 -1.541 0.69 -0.20 -0.40
C -5.339 0.568 -2.561 -0.63 -0.07 1.30
O -5.949 -0.522 -1.818 0.50 -0.08 -0.84
C -6.098 -1.714 -2.589 -0.18 -0.72 0.83
N -4.033 1.566 -0.648 0.96 -1.36 -0.37
H -4.907 3.946 -1.619 0.41 -0.19 0.42
H -5.619 3.285 -2.994 0.05 -0.13 -0.38
H -3.876 2.993 -2.740 -0.01 0.09 0.06
H -6.013 1.777 -0.862 -0.87 0.26 -0.82
H -4.432 0.198 -3.040 0.58 0.18 0.40
H -5.995 0.789 -3.402 -0.31 0.56 0.11
H -6.337 -2.532 -1.909 -0.06 0.19 0.43
H -5.188 -2.073 -3.068 0.25 0.56 -0.30
H -6.939 -1.721 -3.281 0.09 0.62 -0.32
H -4.214 0.727 -0.116 0.13 -0.04 0.55
H -3.908 2.322 0.009 -0.25 0.15 0.00
C -1.652 4.645 0.450 0.57 0.20 -0.43
C -1.066 5.001 1.878 0.12 0.71 -0.69
C -0.681 6.524 1.957 -0.74 0.55 -0.26
C -1.863 7.523 2.058 0.05 -0.68 -0.20
C -2.789 7.141 3.253 0.64 0.04 -1.67
C -3.237 5.656 3.256 0.30 -0.13 0.62
N -2.020 4.793 2.998 0.51 1.92 0.66
O -2.185 3.506 3.484 -0.04 -1.02 -0.83
C -3.719 5.383 4.739 -0.09 -0.50 -1.12
C -4.353 5.442 2.188 0.19 -0.41 -0.08
C 0.322 4.276 2.042 -0.89 -0.63 0.46
H -2.268 3.750 0.372 -0.14 0.06 0.55
H -0.893 4.465 -0.312 0.80 -0.30 0.39
H -2.140 5.455 -0.092 -0.69 0.32 0.73
H -0.040 6.728 2.814 -0.01 -0.47 0.28
H -0.064 6.803 1.102 -0.03 -0.24 -0.29
H -2.357 7.648 1.095 -0.58 -0.78 -0.11
H -1.496 8.547 2.124 0.35 0.02 0.77
H -3.687 7.752 3.170 -0.03 0.12 0.49
H -2.196 7.368 4.139 -0.35 -0.05 0.25
H -4.674 5.835 5.006 0.00 0.45 -0.49
H -3.905 4.315 4.854 0.31 0.00 0.22
H -2.985 5.762 5.451 0.14 -0.31 -0.05
H -4.344 4.453 1.729 0.55 -0.22 0.09
H -5.389 5.483 2.522 0.09 0.63 0.46
H -4.191 6.151 1.376 -0.21 0.04 -0.05
H 1.022 4.485 1.233 -0.28 0.50 -0.13
H 0.251 3.188 2.026 -0.38 -0.12 0.04
H 0.818 4.521 2.981 -0.12 0.25 0.09
H -1.517 3.428 4.169 0.04 -0.06 0.21
C 6.422 -5.436 2.906 -0.44 0.88 0.13
C 6.326 -3.864 3.098 -2.01 -0.43 -0.11
C 7.030 -3.156 1.909 -1.09 -1.22 0.25
C 6.204 -3.271 0.622 0.60 0.25 0.07
C 4.861 -2.591 0.734 0.00 -0.51 2.06
C 3.984 -3.223 1.927 2.17 -2.11 -0.99
N 4.834 -3.409 3.198 3.34 3.76 -4.36
O 4.166 -3.899 4.225 -1.20 -1.72 1.34
C 2.830 -2.336 2.205 -1.33 0.55 0.49
C 3.466 -4.610 1.380 -0.03 0.87 0.15
C 6.982 -3.485 4.427 0.47 -0.83 -0.78
H 5.850 -5.831 2.067 0.18 0.35 -0.25
H 5.982 -5.946 3.763 0.30 0.01 0.32
H 7.464 -5.733 2.780 -0.02 -0.08 0.18
H 7.258 -2.110 2.117 -0.02 0.00 0.15
H 7.944 -3.736 1.784 0.33 0.37 -0.06
H 6.065 -4.307 0.310 0.15 -0.13 0.13
H 6.787 -2.793 -0.164 -0.05 0.01 -0.24
H 4.380 -2.663 -0.242 -0.54 0.20 0.27
H 5.039 -1.557 1.031 -0.14 0.27 -0.32
H 2.203 -2.632 3.046 0.45 -0.19 0.48
H 3.124 -1.298 2.361 0.19 -0.07 0.04
H 2.070 -2.361 1.424 0.31 0.13 -0.62
H 4.184 -5.300 0.937 0.38 0.35 0.21
H 2.944 -5.160 2.163 -0.42 -0.01 -0.15
H 2.813 -4.324 0.555 -0.49 -0.40 0.14
H 6.580 -4.085 5.243 -0.39 0.58 0.15
H 6.990 -2.403 4.555 -0.22 -0.18 0.35
H 8.007 -3.849 4.352 0.35 0.26 0.00
H 4.038 -4.796 3.906 -0.77 -1.04 0.94
C 4.965 5.239 -7.653 1.02 -0.35 0.62
C 3.529 4.974 -8.088 -1.04 1.27 -0.33
C 3.498 4.066 -9.331 0.19 -0.75 0.14
C 3.631 2.561 -9.058 -0.66 -0.34 1.06
C 2.548 2.152 -7.981 1.06 0.90 -1.71
C 2.571 3.048 -6.741 -0.82 -0.55 2.64
N 2.606 4.468 -7.037 0.11 -0.57 -2.56
O 2.462 5.317 -5.925 0.40 -0.42 -0.06
C 1.192 2.775 -6.031 0.86 0.34 0.55
C 3.711 2.660 -5.696 -0.40 0.76 -0.96
C 2.924 6.344 -8.526 -0.08 0.42 0.47
H 5.571 4.358 -7.442 -0.34 -0.52 -0.16
H 5.064 5.795 -6.721 -0.44 0.35 -0.06
H 5.559 5.747 -8.412 -0.33 0.28 -0.16
H 2.584 4.192 -9.911 -0.35 0.18 0.35
H 4.271 4.394 -10.026 0.27 0.10 0.15
H 4.608 2.217 -8.718 0.25 0.40 0.03
H 3.441 2.038 -9.995 -0.06 -0.15 0.03
H 2.594 1.096 -7.717 0.30 0.08 0.26
H 1.614 2.251 -8.536 -0.40 0.27 0.38
H 1.139 1.720 -5.761 -0.36 -0.06 -0.28
H 1.117 3.313 -5.086 0.34 0.04 0.19
H 0.323 3.136 -6.582 0.13 -0.42 -0.52
H 4.684 2.917 -6.117 0.15 -0.74 -0.32
H 3.714 3.334 -4.839 -0.69 -0.05 0.18
H 3.618 1.628 -5.358 0.24 0.01 -0.11
H 3.562 6.905 -9.208 0.26 -0.11 0.10
H 2.738 6.947 -7.637 0.52 0.18 0.08
H 1.935 6.347 -8.984 -0.04 -0.86 -0.22
H 1.532 5.539 -6.009 -0.10 0.30 0.29
C -0.822 -3.139 4.271 0.70 -1.21 -0.19
C -0.709 -4.603 4.843 1.08 0.84 1.01
C -0.165 -4.441 6.308 -1.41 -1.27 0.26
C -0.471 -5.692 7.188 0.66 1.10 0.30
C -1.928 -6.096 7.148 0.53 0.67 -0.90
C -2.309 -6.426 5.687 0.49 -1.20 0.36
N -2.030 -5.259 4.821 1.60 1.06 4.56
O -2.501 -5.352 3.592 -0.83 -1.00 -3.46
C -1.578 -7.755 5.295 -0.07 -0.07 -0.20
C -3.828 -6.707 5.635 0.85 -0.27 -0.32
C 0.407 -5.356 4.083 -0.86 -0.24 -0.54
H 0.165 -2.700 4.414 0.22 0.01 -0.25
H -1.492 -2.425 4.752 -0.48 -0.56 0.16
H -1.025 -3.234 3.205 -0.09 0.38 -0.11
H 0.920 -4.357 6.363 -0.05 0.57 -0.53
H -0.662 -3.550 6.694 0.18 0.00 0.47
H -0.133 -5.516 8.209 -0.25 0.45 0.25
H 0.244 -6.468 6.915 -0.41 -0.41 -0.46
H -2.573 -5.261 7.425 0.12 0.25 0.27
H -2.106 -6.888 7.875 -0.25 -0.37 -0.43
H -0.508 -7.869 5.472 0.10 0.77 -0.05
H -1.955 -8.585 5.892 -0.57 0.00 -0.07
H -1.743 -7.970 4.239 -0.11 -0.09 -0.05
H -3.938 -7.624 5.058 -0.58 0.15 -0.08
H -4.183 -6.883 6.651 -0.26 0.11 -0.15
H -4.337 -5.876 5.147 -0.29 -0.17 0.29
H 1.303 -4.744 3.978 -0.08 0.10 -0.08
H 0.004 -5.641 3.111 0.28 0.08 -0.32
H 0.688 -6.291 4.568 -0.04 0.10 0.22
H -3.350 -4.905 3.571 -0.12 0.19 -0.01
C 5.887 3.061 -1.438 0.85 -0.04 0.47
C 4.829 3.515 -0.431 -1.22 -0.02 -0.35
C 3.753 2.398 -0.282 0.52 -0.40 -0.74
C 4.127 1.295 0.652 0.89 0.39 1.14
C 4.554 1.842 2.018 -1.31 1.25 -0.62
C 5.579 3.027 1.938 2.37 -2.55 -0.04
N 5.257 3.963 0.907 -1.74 -0.53 -1.60
O 6.068 5.119 0.843 0.28 -0.63 0.16
C 5.583 3.814 3.209 0.76 0.27 1.23
C 7.010 2.287 1.772 -0.41 0.92 0.50
C 4.054 4.645 -1.095 0.37 0.53 -0.56
H 5.452 2.848 -2.415 -0.17 -0.08 0.12
H 6.423 2.179 -1.088 -0.02 -0.12 -0.08
H 6.641 3.832 -1.600 0.02 0.15 0.12
H 2.758 2.807 -0.105 0.08 0.17 0.43
H 3.681 1.879 -1.239 -0.15 0.43 -0.48
H 5.017 0.791 0.277 -0.07 -0.30 -0.38
H 3.330 0.556 0.743 -0.01 -0.06 0.06
H 4.809 0.970 2.620 0.68 0.51 0.43
H 3.709 2.348 2.484 -0.58 -0.36 0.17
H 6.518 4.368 3.295 0.05 0.10 -0.05
H 4.788 4.557 3.273 -0.27 -0.23 -0.12
H 5.553 3.175 4.092 -0.16 -0.13 -0.01
H 7.063 1.557 0.964 -0.22 0.20 -0.13
H 7.822 3.008 1.674 -0.07 0.19 -0.38
H 7.272 1.750 2.683 -0.34 -0.12 0.20
H 4.666 5.537 -1.235 -0.01 0.17 0.41
H 3.128 4.861 -0.562 0.09 0.21 0.00
H 3.834 4.368 -2.126 -0.40 -0.25 0.03
H 5.471 5.785 1.192 0.09 0.29 0.01
C -3.509 -1.788 0.841 -0.75 -0.53 0.44
C -4.260 -1.315 2.122 0.15 1.61 0.03
C -3.274 -0.308 2.809 -0.22 0.24 0.82
C -3.829 0.521 3.986 -0.37 -1.31 -1.16
C -5.067 1.240 3.495 0.28 -0.20 0.33
C -6.071 0.398 2.672 -2.01 0.70 0.76
N -5.422 -0.467 1.689 1.93 0.90 0.34
O -6.315 -1.187 0.903 -0.66 -0.54 0.54
C -7.084 -0.400 3.641 0.62 0.62 -0.18
C -6.899 1.555 1.906 0.18 -1.52 0.13
C -4.666 -2.482 3.088 0.49 0.68 -1.56
H -4.010 -2.698 0.511 0.26 -0.18 -0.30
H -2.446 -1.962 1.008 -0.05 -0.26 0.42
H -3.520 -1.082 0.011 -0.38 0.22 0.19
H -2.366 -0.809 3.146 -0.03 -0.36 -0.17
H -2.943 0.477 2.130 0.01 -0.32 -0.75
H -3.050 1.233 4.258 -0.19 -0.09 0.47
H -4.135 -0.154 4.784 0.38 0.13 0.43
H -4.757 2.114 2.923 0.01 0.05 -0.15
H -5.561 1.596 4.400 -0.48 0.29 -0.23
H -6.755 -0.558 4.668 0.73 0.23 0.06
H -7.974 0.210 3.790 -0.29 -0.27 -0.38
H -7.301 -1.415 3.306 -0.34 0.31 -0.51
H -7.401 2.286 2.540 0.52 -0.06 0.60
H -6.187 2.067 1.260 -0.17 0.03 -0.13
H -7.741 1.153 1.342 0.27 -0.32 -0.39
H -5.121 -2.059 3.984 0.51 -0.41 0.20
H -3.747 -3.062 3.177 0.06 0.09 0.88
H -5.376 -3.167 2.623 -0.25 0.24 -0.20
H -6.122 -0.866 0.019 -0.14 0.08 -0.59
```
Positions in Å, forces in eV/Å.



Below is an isolated molecule of C6H12N2O at a distorted geometry, with properties calculated with wB97M-V/def2-TZVPD.

Kohn-Sham gap (alpha / beta) = 7.92 / 7.33 eV
Lowest unoccupied orbital energy (alpha / beta) = 0.5 / 0.4 eV
F_max = 4.0 eV/A
Multiplicity = 1
HOMO (alpha / beta) = -7.5 / -6.9 eV
Energy = -11438.091 eV

```
21
Properties=species:S:1:pos:R:3:forces:R:3
C -0.065 0.036 0.450 -1.94 -0.60 0.97
C -1.633 -0.829 -1.206 -0.93 3.82 -0.55
C 0.129 0.862 -1.854 1.97 0.57 0.06
C -1.801 1.531 -0.324 -1.36 0.65 2.09
C 2.601 -1.028 2.504 0.56 3.21 0.72
C -0.822 0.429 -0.735 0.11 0.13 -0.11
N 1.006 -0.252 0.914 1.36 2.38 -1.40
N 1.379 -1.149 1.761 0.12 -1.85 0.33
O 0.887 -2.283 1.508 -0.26 -1.70 0.59
H -2.144 -0.465 -2.129 0.54 -0.53 0.33
H -0.951 -1.579 -1.398 0.81 -2.12 -0.21
H -2.433 -0.924 -0.509 -0.26 -1.13 0.74
H 0.232 1.938 -2.034 -0.49 -0.09 0.18
H 1.196 0.546 -1.724 -0.84 0.06 0.55
H -0.086 0.381 -2.769 -0.79 -0.30 -1.22
H -2.436 1.818 -1.139 0.03 0.35 -0.88
H -2.642 1.276 0.489 2.32 0.00 -1.40
H -1.242 2.427 0.055 -0.58 -0.70 -0.37
H 3.280 -0.328 1.989 -0.33 -0.19 0.00
H 2.365 -0.516 3.462 0.16 -0.52 -0.32
H 3.180 -1.891 2.688 -0.20 -1.42 -0.10
```
Positions in Å, forces in eV/Å.



Below is a cluster of 2 separate species, C24H33N2O2 in total at a distorted geometry, with properties calculated with wB97M-V/def2-TZVPD.

Kohn-Sham gap = 4.85 eV
Charge = +1
Lowest unoccupied orbital energy = -5.2 eV
F_max = 2.5 eV/A
Multiplicity = 1
HOMO = -10.0 eV
Energy = -32490.138 eV

```
61
Properties=species:S:1:pos:R:3:forces:R:3
C 2.227 -7.077 -2.830 -0.27 -0.53 -0.53
O 3.024 -6.355 -1.922 -0.54 2.20 1.15
C 2.438 -5.182 -1.473 0.52 -0.86 -0.26
C 3.105 -4.419 -0.498 0.39 -0.46 -0.14
C 2.542 -3.288 0.028 -0.31 -0.16 -0.17
C 1.276 -2.849 -0.415 0.02 0.20 -0.05
C 0.589 -1.781 0.223 -0.36 -0.49 -0.25
C -0.584 -1.249 -0.276 0.15 0.29 -0.08
C -1.497 -0.547 0.475 -0.17 -0.26 -0.34
C -2.767 -0.143 -0.026 -0.03 0.11 -0.03
C -3.801 0.180 0.874 0.17 -0.04 -0.24
C -5.049 0.509 0.424 -0.66 0.13 -0.14
C -5.334 0.554 -0.951 -0.99 0.34 0.01
O -6.619 0.911 -1.331 2.12 -0.61 1.23
C -6.825 0.959 -2.722 -0.27 0.08 -0.69
C -4.304 0.245 -1.854 -0.55 0.15 -0.33
C -3.059 -0.098 -1.406 0.14 -0.05 0.58
C 0.638 -3.586 -1.432 0.18 0.23 0.30
C 1.194 -4.725 -1.934 0.14 -0.59 -0.34
H 2.760 -7.979 -3.126 0.14 0.16 0.18
H 1.288 -7.362 -2.355 -0.07 -0.10 -0.07
H 2.030 -6.477 -3.718 -0.02 -0.10 -0.12
H 4.067 -4.764 -0.157 0.18 -0.05 0.06
H 3.060 -2.725 0.786 0.11 0.04 0.16
H 0.931 -1.464 1.191 0.24 0.23 0.34
H -0.843 -1.470 -1.294 -0.05 -0.08 -0.19
H -1.296 -0.417 1.524 0.06 0.23 0.33
H -3.605 0.122 1.931 -0.01 0.09 0.23
H -5.844 0.729 1.115 -0.12 0.06 0.11
H -7.854 1.266 -2.908 0.12 -0.04 0.22
H -6.148 1.687 -3.169 -0.05 0.03 -0.17
H -6.662 -0.026 -3.159 -0.05 0.00 -0.13
H -4.504 0.278 -2.910 0.13 -0.02 -0.16
H -2.281 -0.317 -2.116 0.07 0.00 -0.25
H -0.336 -3.287 -1.776 -0.14 -0.07 -0.10
H 0.658 -5.295 -2.670 -0.14 0.05 -0.09
C 2.639 0.736 2.867 0.74 0.78 -0.17
N 3.252 1.946 2.312 -0.12 0.40 -0.52
C 4.692 2.154 2.615 -1.39 -0.31 0.00
C 2.393 3.154 2.491 0.74 -0.75 -0.17
C 1.818 3.629 1.165 -0.01 0.05 -0.26
C 1.019 4.944 1.291 -0.03 -0.31 0.01
C -0.086 4.833 0.231 -0.03 0.13 -0.18
C -0.280 3.324 -0.006 0.06 -0.37 0.09
N 0.877 2.623 0.598 0.23 0.19 -0.05
H 1.625 0.625 2.483 -0.02 0.12 -0.04
H 3.222 -0.137 2.578 0.10 -0.10 0.01
H 2.605 0.792 3.954 -0.13 -0.25 0.42
H 5.081 2.989 2.032 -0.10 -0.06 0.00
H 4.830 2.362 3.675 0.25 0.08 0.30
H 5.252 1.255 2.356 -0.01 0.00 -0.03
H 1.575 2.914 3.173 -0.16 0.01 -0.01
H 2.963 3.954 2.972 0.11 0.04 -0.09
H 2.641 3.772 0.447 0.01 0.05 0.26
H 0.596 5.033 2.297 -0.02 -0.10 -0.09
H 1.650 5.827 1.136 -0.08 -0.25 0.03
H -1.015 5.322 0.550 0.19 -0.13 -0.08
H 0.227 5.323 -0.698 -0.01 -0.11 0.16
H -1.193 2.960 0.479 -0.03 0.13 -0.05
H -0.366 3.080 -1.071 -0.03 0.12 0.07
H 1.368 2.025 -0.074 -0.31 0.47 0.36
```
Positions in Å, forces in eV/Å.